[1]
Formula: C11H39BrN15O8Y
Source: the Open Molecules 2025 dataset
Level of theory: ωB97M-V/def2-TZVPD

Its energy is -121855.6575 eV. As for the HOMO energy: -12.39 eV. Its energy relative to the best compared isomer or geometry (same formula, charge and spin) is 353.1 kJ/mol.

The geometry in ORCA input format:
```
! wB97M-V def2-TZVPD RIJCOSX def2/J DEFGRID3
* xyz 2 1
Y -0.30184 -0.46120 -0.90922
Br -2.93707 -0.86559 -1.80521
C -0.82826 2.59631 -2.67176
O -0.51806 1.53469 -2.19126
N 0.03830 3.33891 -3.30110
N -1.99510 3.18580 -2.53953
H 0.96376 2.94391 -3.38828
H -0.15120 4.28483 -3.60016
H -2.24799 3.96428 -3.13124
H -2.66813 2.80406 -1.89038
C 3.21701 -1.09035 -1.12171
O 2.00925 -1.19393 -1.28730
N 3.91710 -0.06752 -1.58125
N 3.88806 -1.92144 -0.35414
H 4.92500 -0.05293 -1.51780
H 3.47788 0.66404 -2.12162
H 3.46922 -2.70661 0.12355
H 4.89725 -1.88276 -0.34222
C -0.47787 -3.96301 -0.95752
O -0.19594 -2.75817 -1.04471
N -1.14342 -4.64089 -1.83167
N -0.17499 -4.67661 0.05699
H -1.59755 -5.48464 -1.51238
H -1.44279 -4.19728 -2.68822
H -0.20494 -5.65830 -0.17856
H 0.51873 -4.22137 0.63285
C -2.07662 -2.41148 1.53500
O -1.70408 -1.38148 1.01359
N -1.92785 -2.69958 2.70914
N -2.93502 -3.24451 1.00500
H -1.23734 -2.15426 3.20505
H -2.29477 -3.53116 3.14952
H -3.07076 -4.14776 1.43608
H -3.45037 -3.03246 0.16266
C 0.35643 -1.00142 -4.40935
O 0.14056 -0.87346 -3.20425
N 1.37914 -1.62625 -4.96767
N -0.38449 -0.44897 -5.38446
H 2.00675 -2.14671 -4.37158
H 1.60399 -1.50463 -5.94478
H -0.10112 -0.45948 -6.35383
H -1.20869 0.09621 -5.17572
C 1.34891 -0.45129 2.24872
O 0.89546 -0.72978 1.14512
N 2.48927 -0.83552 2.66083
N 0.80394 0.33845 3.18545
H 2.82988 -0.60876 3.58422
H 2.88710 -1.61116 2.15071
H 1.13772 0.37101 4.13815
H -0.19068 0.38032 3.01494
C 2.05164 2.25447 -0.08119
O 1.30138 1.38332 -0.34593
N 2.59620 3.05359 -0.97013
N 2.43580 2.55669 1.08423
H 3.22805 3.76024 -0.62153
H 2.49608 2.72477 -1.91984
H 3.24962 3.12774 1.26227
H 2.21495 1.92838 1.84354
C -1.53964 3.70866 1.05719
C -1.24710 2.34175 1.75023
C -1.96417 2.10941 3.14296
O -1.99117 0.68857 3.42469
C -2.14278 0.51486 4.80296
N -1.65279 1.31482 0.83526
H -1.22904 4.62570 1.55785
H -2.60938 3.89524 0.96264
H -1.12687 3.62916 0.05150
H -0.19988 2.25752 2.04064
H -3.00463 2.42558 3.06830
H -1.52481 2.60158 4.01062
H -2.14917 -0.56868 4.92122
H -3.11411 0.86906 5.14815
H -1.30964 0.78038 5.45372
H -2.58982 1.58452 0.57194
H -1.91259 0.67240 1.57003
*
```



[2]
Formula: C11H39N15O8Sr
Source: the Open Molecules 2025 dataset
Level of theory: ωB97M-V/def2-TZVPD

Its energy is -51607.7316 eV. As for the HOMO energy: -14.39 eV.

The geometry in ORCA input format:
```
! wB97M-V def2-TZVPD RIJCOSX def2/J DEFGRID3
* xyz 2 1
Sr -0.05690 -0.19750 -0.10690
C 2.53944 0.73865 3.19768
C 1.53377 1.68052 2.54390
C 1.95998 3.13446 2.85314
O 0.84271 3.97005 2.57902
C 1.06720 5.33662 2.83556
N 1.50708 1.49329 1.08349
H 3.55800 1.13293 3.15116
H 2.57528 -0.25910 2.76307
H 2.25708 0.74895 4.25383
H 0.54701 1.55240 2.99042
H 2.67654 3.42996 2.07378
H 2.42645 3.25322 3.83468
H 1.06241 5.59761 3.89811
H 0.21600 5.88179 2.41981
H 1.97335 5.72027 2.36039
H 1.09869 2.34210 0.68942
H 2.41639 1.46083 0.63339
C -2.30527 2.67345 0.84514
O -1.58086 1.76728 0.43297
N -1.84695 3.66034 1.63496
N -3.61327 2.77884 0.48508
H -2.46219 4.31853 2.08276
H -0.92284 3.62720 2.04986
H -4.16970 1.95467 0.34284
H -4.15229 3.59976 0.70194
C -3.69214 -1.26332 -0.23503
O -2.58564 -0.82571 0.07046
N -4.56636 -0.59133 -1.03081
N -4.22114 -2.33218 0.43169
H -4.20449 0.26027 -1.41819
H -5.39118 -1.09653 -1.29670
H -3.81538 -2.60850 1.30675
H -5.18822 -2.58637 0.32390
C -1.93413 0.64861 -3.03255
O -0.97164 0.63955 -2.29068
N -2.96965 1.54218 -2.87533
N -2.11580 -0.17616 -4.10356
H -2.80132 2.21718 -2.14642
H -3.62806 1.61722 -3.62931
H -3.01631 -0.23267 -4.54376
H -1.31875 -0.64238 -4.49415
C 3.18459 -2.35840 -0.15793
O 2.02579 -1.97980 0.02437
N 4.15414 -1.53864 -0.64774
N 3.51810 -3.65396 0.10169
H 4.03073 -0.55941 -0.45340
H 5.10112 -1.88157 -0.64988
H 2.70941 -4.19141 0.36469
H 4.44550 -4.03456 0.12204
C 2.02925 0.52643 -2.83458
O 1.66479 0.48301 -1.65677
N 2.39463 -0.60675 -3.49684
N 2.14617 1.68204 -3.50676
H 2.02558 -1.42314 -3.03558
H 2.47465 -0.56120 -4.49766
H 1.72342 2.50911 -3.12501
H 2.44252 1.72382 -4.46570
C -0.22349 -2.38731 2.79435
O -0.17989 -1.57855 1.87880
N -1.02069 -3.48372 2.78935
N 0.41078 -2.20700 3.99159
H -1.12427 -4.11202 3.56426
H -1.47746 -3.68458 1.91808
H 0.24536 -2.91515 4.68613
H 0.93284 -1.39431 4.25567
C -0.13067 -3.19862 -2.36228
O -0.35240 -2.24088 -1.63714
N 1.03714 -3.89877 -2.36522
N -1.04612 -3.57312 -3.31404
H 1.15061 -4.73583 -2.90265
H 1.68795 -3.52360 -1.69525
H -1.84405 -2.96040 -3.28608
H -0.86297 -4.20872 -4.06633
*
```



[3]
Formula: C11H40N14O9
Source: the Open Molecules 2025 dataset
Level of theory: ωB97M-V/def2-TZVPD

Its structure (SMILES) is NC(N)=O.NC(N)=O.NC(N)=O.NC(N)=O.NC(N)=O.NC(N)=O.NC(N)=O.CCO.CCO. Its energy is -51352.5224 eV. As for the HOMO energy: -9.39 eV. Its energy relative to the best compared isomer or geometry (same formula, charge and spin) is 0.0 kJ/mol.

The geometry in ORCA input format:
```
! wB97M-V def2-TZVPD RIJCOSX def2/J DEFGRID3
* xyz 0 1
N 12.06499 11.73935 7.84618
C 12.78867 10.65099 8.28965
N 12.59162 9.46428 7.68318
O 13.56230 10.68926 9.23256
H 11.36093 11.70572 7.10395
H 11.88972 12.40965 8.59242
H 11.87250 9.40366 6.96268
H 13.19833 8.66521 7.92814
N 8.03368 8.03725 8.78846
C 7.50914 9.01225 7.90560
N 6.19844 8.83597 7.48609
O 8.13503 10.02658 7.63500
H 7.35766 7.58301 9.41051
H 8.85253 8.31074 9.31587
H 5.55180 8.48440 8.22296
H 5.88152 9.65742 6.99286
N 6.03417 13.69048 9.45788
C 7.25652 13.45799 10.12399
N 7.11990 13.22399 11.49143
O 8.30760 13.40754 9.48179
H 5.21794 13.80503 9.98877
H 6.07106 14.00316 8.50655
H 6.24826 13.05617 11.96336
H 7.96803 12.82663 11.89160
N 12.58901 15.15417 10.63095
C 12.72989 13.83745 10.54130
N 13.92303 13.32922 10.24742
O 11.72643 13.16689 10.53891
H 13.35036 15.78419 10.27519
H 11.64565 15.49326 10.57078
H 13.99422 12.33104 10.03271
H 14.73151 13.74457 10.61871
N 10.35600 11.19450 14.46245
C 10.01072 12.47773 14.31542
N 9.91246 12.95472 12.98490
O 9.85297 13.20354 15.27311
H 10.50528 10.96780 15.44407
H 10.86698 10.77091 13.68341
H 9.91412 13.95668 12.83321
H 10.64539 12.49803 12.42573
N 6.73878 8.00962 12.28462
C 6.09482 8.83788 11.32377
N 6.55122 10.14438 11.14242
O 5.05764 8.39759 10.73261
H 6.42511 7.06879 12.42968
H 7.76255 8.17370 12.42338
H 7.50172 10.39814 11.42138
H 6.11550 10.66998 10.34714
N 11.48008 10.31339 11.45090
C 10.28586 9.96937 11.04865
N 9.62168 10.86934 10.33093
O 9.74821 8.90720 11.30296
H 11.98912 9.65216 11.99364
H 11.99960 11.05574 11.03640
H 10.12391 11.68616 10.09240
H 8.92200 10.52411 9.71594
C 9.81424 11.31639 4.02119
C 9.91582 9.86984 4.50924
O 10.25817 9.71933 5.91045
H 10.74021 11.85992 4.08634
H 9.03194 11.83549 4.62151
H 9.46782 11.27184 2.98679
H 10.64721 9.31849 3.89993
H 8.97098 9.34849 4.31813
H 9.43609 9.81525 6.42515
C 12.45796 5.74895 12.03192
C 11.74919 6.99417 12.56641
O 12.67221 8.18819 12.63694
H 12.91642 5.96019 11.06969
H 11.82707 4.86766 11.86140
H 13.23247 5.48328 12.78194
H 11.21030 6.83298 13.48654
H 11.04504 7.39250 11.86906
H 13.38492 8.03661 13.25616
*
```



[4]
Formula: C11H40N18NiO11
Source: the Open Molecules 2025 dataset
Level of theory: ωB97M-V/def2-TZVPD

The expectation value of S² is 2.007. Its energy is -102449.8696 eV. As for the HOMO energy (alpha / beta): -8.91 / -8.91 eV. Its energy relative to the best compared isomer or geometry (same formula, charge and spin) is 0.0 kJ/mol.

The geometry in ORCA input format:
```
! wB97M-V def2-TZVPD RIJCOSX def2/J DEFGRID3
* xyz 0 3
Ni 0.06736 -0.49012 -2.84069
O 1.36630 -0.04911 -1.41100
C 0.72911 0.06496 -0.16148
C -0.62593 -0.63388 -0.05965
O -1.26141 -0.89101 -1.27973
H 0.70838 1.14259 -0.00996
H 1.33989 -0.32105 0.66130
H -1.34357 -0.18093 0.64000
H -0.43368 -1.61378 0.40778
C -3.89159 1.95081 0.06024
O -4.76502 2.77593 -0.09610
N -2.56651 2.07644 -0.28402
N -4.08745 0.72701 0.64802
H -2.22150 3.00698 -0.42480
H -1.97088 1.28808 -0.47229
H -3.58733 -0.07850 0.31583
H -5.02895 0.56516 0.96708
C 0.45491 -2.28632 4.19180
O 1.58511 -1.94479 4.47778
N -0.48740 -2.51721 5.14870
N 0.03208 -2.49811 2.90060
H -0.16172 -2.36952 6.08785
H -1.45166 -2.74389 4.99602
H -0.96059 -2.51641 2.73188
H 0.56679 -2.12223 2.13888
C -4.98774 -0.95024 -2.07543
O -6.13356 -0.78986 -2.42663
N -4.47422 -2.01741 -1.37610
N -3.98747 -0.07262 -2.38145
H -3.50157 -2.08469 -1.12786
H -5.10273 -2.79760 -1.29539
H -4.19161 0.84830 -2.74357
H -2.98291 -0.10345 -2.25174
C -1.72874 1.55077 4.46178
O -1.97075 1.61619 5.65740
N -1.78769 2.66588 3.67122
N -1.65616 0.37541 3.79027
H -1.81526 3.60105 4.02867
H -1.43429 2.61025 2.72778
H -1.25580 0.28242 2.87627
H -1.69899 -0.41383 4.41051
C 4.20540 -0.72536 2.82382
O 5.10137 -1.00488 3.60750
N 3.79486 0.58576 2.77525
N 3.62238 -1.55119 1.92339
H 4.26082 1.17662 3.43661
H 2.95783 0.89802 2.31626
H 3.94073 -2.50092 1.90746
H 3.08575 -1.14983 1.18150
C 4.10870 1.71486 -2.69381
O 5.04152 2.29264 -3.24891
N 3.12263 2.47203 -2.11249
N 3.97540 0.37034 -2.63845
H 2.31103 1.99097 -1.76562
H 3.22920 3.45727 -2.25494
H 3.07520 0.02420 -2.34636
H 4.71148 -0.17733 -3.04161
C 1.07886 3.75204 1.80236
O 2.00409 2.99947 2.04341
N 0.26185 3.57200 0.70793
N 0.63809 4.70111 2.67657
H 0.63281 2.80921 0.17252
H -0.24827 4.33547 0.30303
H -0.20865 5.17640 2.42696
H 1.18875 4.93088 3.48190
C 3.84623 -2.98045 -2.26083
O 4.00946 -2.37987 -3.30639
N 3.00719 -2.58621 -1.25082
N 4.56304 -4.09211 -1.89036
H 2.75748 -3.33091 -0.62388
H 2.46218 -1.73504 -1.30962
H 5.24053 -4.53053 -2.48246
H 4.27339 -4.55011 -1.04554
C -2.14183 -0.95642 -5.16512
O -1.53575 -0.87421 -4.07809
N -1.58576 -1.42608 -6.30678
N -3.45014 -0.68337 -5.24804
H -2.01888 -1.59790 -7.19539
H -0.75734 -1.98163 -6.15415
H -3.99614 -0.68995 -6.08823
H -3.86076 -0.41666 -4.35839
*
```



[5]
Formula: C11H40O9
Source: the Open Molecules 2025 dataset
Level of theory: ωB97M-V/def2-TZVPD

Its structure (SMILES) is CC(C)O.CC(C)O.CC(C)O.CO.CO.O.O.O.O. Its energy is -30482.8888 eV. As for the HOMO energy: -9.89 eV. Its energy relative to the best compared isomer or geometry (same formula, charge and spin) is 0.0 kJ/mol.

The geometry in ORCA input format:
```
! wB97M-V def2-TZVPD RIJCOSX def2/J DEFGRID3
* xyz 0 1
C -1.08792 2.67680 -3.69900
C -1.79735 3.86685 -3.08670
C -2.73683 3.48076 -1.95289
O -0.74622 4.73614 -2.58561
H -0.68603 2.89002 -4.68689
H -1.78380 1.83385 -3.78354
H -0.28309 2.32603 -3.05478
H -2.35793 4.39841 -3.85969
H -3.60867 3.03606 -2.44736
H -3.08788 4.39028 -1.46611
H -2.31859 2.76361 -1.25522
H -1.16819 5.50318 -2.18290
C 3.48826 -0.37355 3.07816
C 2.72073 0.63484 2.26121
C 1.35576 0.91027 2.84451
O 3.48354 1.85069 2.16813
H 2.97288 -1.34112 3.10336
H 3.60345 -0.05856 4.11783
H 4.47380 -0.55213 2.64418
H 2.62601 0.26059 1.24129
H 0.69401 0.04406 2.79589
H 0.83770 1.65164 2.22717
H 1.39736 1.35817 3.83855
H 3.54335 2.20124 3.06330
C 2.91124 -3.98881 1.42230
C 2.04120 -4.16267 0.18659
C 1.28167 -2.87107 -0.11747
O 2.86646 -4.52585 -0.93251
H 3.34613 -4.92885 1.75840
H 2.33281 -3.55678 2.24382
H 3.72928 -3.29676 1.20103
H 1.36389 -4.99476 0.36644
H 0.45337 -2.74604 0.58761
H 0.87733 -2.94305 -1.12473
H 1.91578 -1.99290 0.01707
H 3.39215 -3.75126 -1.15807
C -1.15747 -1.73018 -3.47869
O -0.42254 -0.95575 -2.52510
H -1.39715 -1.13636 -4.36649
H -0.59648 -2.61304 -3.78929
H -2.09410 -2.01994 -3.01375
H 0.39803 -0.66941 -2.93605
C -3.08270 -2.56414 1.02319
O -3.34231 -2.07218 2.33670
H -3.68286 -3.44950 0.80820
H -3.35094 -1.79772 0.28978
H -2.02605 -2.79994 0.92389
H -4.10416 -2.53674 2.68771
O -0.76872 0.16101 0.04165
H -0.60421 1.05497 -0.30235
H -0.67447 -0.43375 -0.71786
O 0.19244 2.72663 -0.48727
H -0.31788 3.36185 -1.01855
H 0.95279 2.50687 -1.03565
O -2.28806 0.66029 2.23453
H -2.66988 -0.13492 2.62455
H -1.72310 0.33652 1.50769
O -1.16626 3.46650 1.98514
H -0.54260 3.30235 1.26569
H -1.57698 2.60724 2.16896
*
```



[6]
Formula: C11H42N8O10
Source: the Open Molecules 2025 dataset
Level of theory: ωB97M-V/def2-TZVPD

Its structure (SMILES) is NC(N)=O.NC(N)=O.NC(N)=O.NC(N)=O.CCO.CO.CO.CO.CO.CO. Its energy is -44482.7150 eV. As for the HOMO energy: -9.18 eV. Its energy relative to the best compared isomer or geometry (same formula, charge and spin) is 0.0 kJ/mol.

The geometry in ORCA input format:
```
! wB97M-V def2-TZVPD RIJCOSX def2/J DEFGRID3
* xyz 0 1
N 4.47875 -0.28396 0.94549
C 4.31315 -0.78628 2.12960
N 4.59501 0.14542 3.04350
O 3.95717 -1.89732 2.44777
H 4.78361 0.67386 0.84677
H 4.29833 -0.71724 0.05116
H 4.83644 -0.09714 3.99375
H 4.80586 1.09802 2.78235
N -3.07556 -2.28412 0.49021
C -4.21519 -2.96039 0.44195
N -5.22926 -2.20136 0.87520
O -4.33031 -4.03530 -0.04199
H -2.27810 -2.76784 0.10269
H -3.04424 -1.35457 0.88399
H -4.96927 -1.30222 1.25474
H -6.18219 -2.49244 0.71004
N 1.03870 -0.79225 -0.44871
C 0.20395 -0.13315 0.23920
N -0.85182 0.24144 -0.37561
O 0.29126 0.04791 1.41281
H 1.68116 -1.26471 0.17107
H 0.73932 -1.34972 -1.23592
H -1.01885 0.06454 -1.35588
H -1.42699 0.86970 0.16711
N 3.47686 -3.18242 -0.10355
C 4.25129 -4.24672 -0.32439
N 5.24578 -4.11155 0.42553
O 4.19905 -5.17187 -1.12490
H 2.69437 -3.18160 -0.74214
H 3.68096 -2.74030 0.78131
H 5.99897 -4.76045 0.24739
H 5.21478 -3.32093 1.05328
C 1.64046 2.78327 -2.18374
C 2.77622 3.07836 -1.23536
O 2.53000 2.79512 0.13846
H 1.85402 2.58922 -3.23485
H 0.98650 3.65485 -2.15614
H 1.07571 1.95559 -1.75467
H 3.17937 4.08958 -1.29029
H 3.59328 2.36322 -1.33069
H 2.17392 1.90426 0.17274
C -0.81576 -2.44823 -2.71752
O 0.61176 -2.48095 -2.67385
H -1.41578 -3.17402 -2.16861
H -1.17710 -1.44258 -2.50261
H -1.14499 -2.53221 -3.75322
H 0.79555 -3.40481 -2.85905
C -5.63051 1.16385 1.23575
O -4.33709 0.70224 1.09314
H -6.06857 0.49907 1.98025
H -5.54257 2.20373 1.55045
H -6.13838 0.91629 0.30361
H -3.75651 1.40278 0.78693
C -0.45819 1.47827 4.31126
O 0.48133 0.50618 4.07695
H -0.94131 1.97833 3.47184
H -1.27770 0.96143 4.81067
H -0.05784 2.16762 5.05463
H 0.56240 0.31581 3.13951
C -1.06020 1.81481 -4.39972
O -2.05353 1.27359 -5.24021
H -0.40381 1.10796 -3.89217
H -0.42014 2.50286 -4.95200
H -1.45026 2.48005 -3.62938
H -2.50498 0.51679 -4.85937
C -2.31353 3.56347 1.13368
O -2.58039 2.72253 0.00436
H -2.71701 3.03063 1.99472
H -1.25274 3.77615 1.26641
H -2.94222 4.44901 1.22670
H -1.96240 3.03085 -0.66244
*
```